Record 1
{
  "formula": "C42H59FeN5O7P",
  "method": "ωB97M-V with the def2-TZVPD basis set",
  "orbital_gap_ev": [4.543, 4.473],
  "e_lumo_ev": [-4.385, -4.455],
  "spin_multiplicity": 5,
  "total_energy_ev": -109962.31435,
  "s_squared": 6.015,
  "total_charge": 1,
  "symbols": ["Fe", "O", "C", "O", "C", "C", "C", "C", "C", "N", "C", "O", "O", "H", "H", "H", "H", "H", "C", "C", "C", "C", "O", "H", "H", "H", "H", "H", "H", "H", "H", "H", "O", "C", "N", "C", "O", "C", "C", "C", "C", "N", "C", "H", "H", "H", "H", "H", "H", "H", "H", "N", "C", "C", "C", "C", "C", "N", "C", "H", "H", "H", "H", "C", "C", "C", "C", "C", "C", "P", "C", "C", "C", "C", "C", "C", "C", "C", "C", "C", "C", "C", "H", "H", "H", "H", "H", "H", "H", "H", "H", "H", "H", "H", "H", "H", "H", "H", "H", "H", "H", "H", "H", "H", "H", "H", "H", "H", "H", "H", "H", "H", "H", "H", "H"],
  "positions_angstrom": [[-2.3609, -1.3973, -3.4845], [-1.8870, 2.5225, -0.2050], [-1.7449, 1.4247, -1.0406], [-0.7301, 0.7453, -1.0451], [-2.9557, 1.4201, -1.9575], [-3.9397, 2.2982, -1.6108], [-4.8987, 2.5888, -2.5457], [-4.8258, 2.2304, -3.8408], [-3.8377, 1.1735, -4.1072], [-3.0040, 0.7148, -3.1639], [-3.9611, 0.3747, -5.3553], [-4.8397, 0.8112, -6.2681], [-3.3462, -0.7039, -5.4676], [-1.2801, 2.4342, 0.5462], [-3.9662, 2.6357, -0.5802], [-5.7240, 3.2440, -2.2565], [-5.5225, 2.6168, -4.6596], [-4.8584, 1.7837, -6.2799], [-1.8723, -4.5970, -0.8874], [-2.0415, -3.0942, -0.7871], [-3.3078, -2.5705, -0.1592], [-0.9675, -2.5407, 0.1733], [-1.8878, -2.5833, -2.1369], [-1.9737, -5.1203, 0.0708], [-0.8837, -4.8298, -1.2704], [-2.5633, -5.0062, -1.6436], [-3.5328, -2.8799, 0.9083], [-4.2331, -2.7417, -0.6891], [-3.2836, -1.5031, -0.0856], [-1.1781, -2.8986, 1.1991], [-0.9665, -1.4849, 0.3162], [0.0852, -2.9601, -0.1045], [-7.9311, -3.6550, -1.0475], [-7.9278, -4.7708, -1.9187], [-6.6220, -4.7047, -2.4609], [-6.2911, -5.3408, -3.6409], [-6.9007, -6.3009, -4.0505], [-5.1246, -4.7342, -4.4070], [-4.7005, -5.2692, -5.5810], [-3.6692, -4.6193, -6.3406], [-3.0016, -3.5802, -5.7766], [-3.3638, -3.0716, -4.5306], [-4.3964, -3.6550, -3.8900], [-8.6013, -3.7357, -0.2979], [-8.6636, -4.6307, -2.7232], [-8.0886, -5.7288, -1.3789], [-6.1380, -3.8280, -2.1468], [-5.0696, -6.1879, -6.0183], [-3.3959, -4.9485, -7.3364], [-2.2018, -3.0291, -6.2727], [-4.6303, -3.2908, -2.9197], [2.4548, -0.7025, -0.4045], [1.9948, -0.5994, -1.4924], [1.5336, -0.6734, -2.7895], [2.1347, -0.0524, -3.9532], [1.4419, -0.1787, -5.1847], [0.1500, -0.7243, -5.1980], [-0.4114, -1.2636, -4.1099], [0.3239, -1.3588, -2.9540], [3.1293, 0.4572, -3.9158], [1.9678, 0.1698, -6.0920], [-0.5050, -0.7476, -6.0631], [0.0010, -1.9873, -2.1665], [4.2781, -1.2099, 2.0933], [5.1771, -0.0331, 1.5069], [5.8936, 0.8065, 2.5510], [5.0063, 1.1244, 3.7415], [4.8654, -0.2183, 4.4678], [4.4224, -1.4282, 3.6265], [3.3428, 1.6509, 3.1976], [2.4225, 2.3003, 4.6295], [3.2172, 2.8602, 5.8676], [2.3277, 2.9473, 7.1505], [0.8353, 2.9943, 6.8850], [0.4778, 1.6330, 6.1954], [1.4348, 1.1818, 5.0443], [3.6328, 3.1750, 2.1193], [4.7014, 4.1712, 2.5003], [4.9570, 5.2993, 1.4278], [3.7029, 5.5044, 0.5926], [3.2342, 4.2808, -0.1987], [3.5825, 2.9732, 0.5462], [4.6081, -2.0759, 1.5072], [3.2340, -1.0762, 1.7871], [4.4676, 0.4773, 0.8187], [5.8427, -0.5271, 0.8043], [6.3391, 1.7063, 2.1017], [6.7686, 0.2043, 2.9368], [5.3522, 1.9656, 4.3905], [4.1922, -0.1693, 5.3210], [5.8402, -0.3834, 5.0850], [3.4858, -1.8273, 3.9539], [5.0956, -2.2915, 3.7518], [1.8857, 3.2162, 4.3050], [3.4015, 3.9080, 5.5684], [4.1781, 2.3536, 6.0120], [2.7358, 3.8279, 7.6822], [2.6372, 2.0786, 7.7667], [0.5697, 3.8649, 6.2500], [0.2013, 2.9996, 7.7939], [-0.5702, 1.7722, 5.7688], [0.5372, 0.8640, 6.9747], [0.8539, 0.8214, 4.1481], [1.9671, 0.2912, 5.5164], [2.6581, 3.6628, 2.3174], [5.6063, 3.4922, 2.5831], [4.4812, 4.5893, 3.4780], [5.7300, 4.9338, 0.7700], [5.3530, 6.2187, 1.8865], [3.6818, 6.3737, -0.1318], [2.8734, 5.7252, 1.3238], [3.8194, 4.2858, -1.1643], [2.1339, 4.4482, -0.3348], [4.5527, 2.6499, 0.1263], [2.7664, 2.2423, 0.4368]]
}

Record 2
{
  "formula": "C3H5N2O",
  "method": "ωB97M-V with the def2-TZVPD basis set",
  "orbital_gap_ev": [8.249, 8.238],
  "e_lumo_ev": [-6.845, -7.015],
  "spin_multiplicity": 1,
  "total_energy_ev": -8206.71538,
  "total_charge": 1,
  "symbols": ["C", "C", "C", "N", "N", "O", "H", "H", "H", "H", "H"],
  "positions_angstrom": [[0.9598, -2.0646, 0.3597], [-2.0020, 1.3414, -0.1352], [0.1339, 0.2466, 0.1235], [0.5373, -0.9233, 0.4545], [-0.9572, 0.6643, -0.3395], [1.5795, 1.6033, -0.4859], [0.9682, -2.7886, 1.1831], [1.3840, -2.4715, -0.5961], [-2.1457, 1.8603, 0.9168], [-2.8277, 1.5164, -0.9310], [2.3698, 1.0159, -0.5498]]
}

Record 3
{
  "formula": "C4H6ClN",
  "method": "ωB97M-V with the def2-TZVPD basis set",
  "orbital_gap_ev": [8.506, 8.417],
  "e_lumo_ev": [-1.123, -0.388],
  "spin_multiplicity": 1,
  "total_energy_ev": -18253.29659,
  "total_charge": 0,
  "symbols": ["C", "C", "C", "C", "N", "Cl", "H", "H", "H", "H", "H", "H"],
  "positions_angstrom": [[1.1043, -0.1825, 1.0121], [-0.7160, -1.8145, -0.5970], [0.2555, 1.7855, -0.3861], [0.1245, 0.6651, 0.6280], [1.9705, -0.8486, 1.4566], [-1.2592, 0.7225, 1.7267], [-0.8794, -2.3143, 0.3785], [-1.6400, -1.6021, -1.1726], [-0.1237, -2.4592, -1.2290], [-0.4475, 2.5964, -0.2610], [0.3380, 1.3295, -1.2747], [1.2731, 2.1222, -0.2815]]
}